C18H13MoN3O2S3SbTe as an isolated structure. Source: the OMol25 dataset; level of theory: ωB97M-V with the def2-TZVPD basis set.

Energy relative to the best compared isomer or geometry (same formula, charge and spin) (eV): 0.2616
Kohn-Sham gap (spin up / spin down) (eV): 5.85 / 6.17
Multiplicity: 2
E_HOMO (spin up / spin down) (Eh): -0.28311 / -0.28900

XYZ file:
```
42
C18H13MoN3O2S3SbTe, DFT ωB97M-V with the def2-TZVPD basis set
Mo -0.97739 0.22541 0.07914
O -2.24011 -3.47780 -1.64459
C -1.89480 -2.35999 -1.35033
N -1.54493 -1.85843 -0.11646
C -1.61598 -2.64771 1.01535
O -1.94373 -3.80524 1.09903
C -1.24030 -1.86949 2.24544
C -1.21093 -2.48559 3.48089
C -0.84256 -1.74246 4.58928
C -0.51968 -0.40569 4.42051
C -0.57642 0.14667 3.15582
N -0.93029 -0.57528 2.08711
C -1.82439 -1.28897 -2.40399
C -2.12333 -1.58387 -3.72199
C -2.06581 -0.57215 -4.66102
C -1.72263 0.70646 -4.24503
C -1.44379 0.92813 -2.91275
N -1.48206 -0.05852 -2.00637
H -1.47713 -3.53136 3.53086
H -0.81319 -2.19699 5.57028
H -0.23512 0.22314 5.25145
H -0.35883 1.19282 2.99644
H -2.39313 -2.60177 -3.96280
H -2.28801 -0.77102 -5.70057
H -1.67078 1.53237 -4.93948
H -1.17694 1.90874 -2.54731
S -2.04409 3.25803 3.19677
Sb -2.24385 3.06433 0.99392
S -3.20684 0.84937 0.41521
S 0.11905 2.09292 0.11795
Te 1.41973 -1.12213 -0.38277
C 2.83195 0.45987 -0.36070
C 3.35268 0.92187 0.84642
C 4.23473 1.99304 0.87185
C 4.60908 2.61591 -0.31117
C 4.10252 2.15544 -1.51809
C 3.22131 1.08329 -1.54232
H 3.06483 0.44059 1.77352
H 4.62889 2.34311 1.81756
H 5.29509 3.45278 -0.29232
H 4.39599 2.63054 -2.44580
H 2.83118 0.72961 -2.48891
```

***

C19H14Cl2IIrN4O2S2 as an isolated structure in a non-equilibrium geometry. Source: the OMol25 dataset; level of theory: ωB97M-V with the def2-TZVPD basis set.

Energy relative to the best compared isomer or geometry (same formula, charge and spin) (eV): 1.2637
Kohn-Sham gap (spin up / spin down) (eV): 6.09 / 4.12
Multiplicity: 2
Charge: +1
E_HOMO (spin up / spin down) (Eh): -0.41828 / -0.40987

XYZ file:
```
45
C19H14Cl2IIrN4O2S2, DFT ωB97M-V with the def2-TZVPD basis set
Ir -0.41936 -1.34612 0.68376
C 0.57145 1.76402 3.95233
C 1.03782 2.11551 2.57537
N 1.78782 3.16896 2.40214
C 2.20968 3.50687 1.16597
C 1.91421 2.78270 0.04766
C 2.41668 3.24795 -1.29724
O 1.37012 3.44802 -2.24573
C 1.12322 1.60509 0.19714
C 0.80258 0.85555 -0.97661
N 0.15083 -0.26062 -1.02417
C -0.25413 -0.74522 -2.30741
C -0.53850 0.13302 -3.35225
C -0.90261 -0.34804 -4.59968
C -1.01635 -1.71033 -4.82770
C -0.78554 -2.60111 -3.79046
C -0.42302 -2.10617 -2.55297
I -0.18151 -3.43215 -0.95111
C 0.66012 1.27089 1.47682
O -0.09399 0.24952 1.80641
H 0.87482 2.54743 4.64087
H 1.00097 0.81312 4.27418
H -0.51257 1.64696 3.97662
H 2.80852 4.40732 1.09873
H 3.08674 2.50889 -1.74083
H 2.99685 4.16191 -1.16092
H 0.92082 4.27550 -2.04470
H 1.10625 1.29909 -1.91769
H -0.49229 1.20179 -3.18768
H -1.11703 0.35334 -5.39406
H -1.31094 -2.08268 -5.79874
H -0.90530 -3.66470 -3.94613
S -1.64465 -2.71597 2.10843
C -3.02185 -1.92818 1.51022
S -2.57580 -0.69578 0.40522
C -4.33254 -2.27424 1.87729
C -4.57733 -3.32171 2.79968
N -4.76353 -4.18739 3.53577
C -5.43069 -1.57149 1.31992
N -6.29760 -0.96200 0.86882
Cl 2.88545 -1.45552 0.61510
C 3.09169 -2.36154 2.13000
Cl 1.57903 -2.31541 3.04444
H 3.87058 -1.88754 2.71447
H 3.33090 -3.38955 1.88872
```

***

C2H4Br2S as an isolated structure in a non-equilibrium geometry. Source: the OMol25 dataset; level of theory: ωB97M-V with the def2-TZVPD basis set.

Energy relative to the best compared isomer or geometry (same formula, charge and spin) (eV): 2.7595
Kohn-Sham gap (spin up / spin down) (eV): 8.37 / 6.78
E_HOMO (spin up / spin down) (Eh): -0.33148 / -0.30979

XYZ file:
```
9
C2H4Br2S, DFT ωB97M-V with the def2-TZVPD basis set
C 1.18413 2.18001 -1.56052
C 2.87938 -0.11828 0.54265
S 0.24812 0.93369 -0.66608
Br 4.10826 1.00563 -0.36805
Br 2.97740 -1.90737 0.29583
H 0.59448 2.45621 -2.36420
H 2.09773 1.80897 -1.79791
H 1.25650 3.15842 -0.92756
H 2.24231 0.44466 1.24067
```

***

An isolated molecule of CH2ClN3O3 in a non-equilibrium geometry. Source: the OMol25 dataset; level of theory: ωB97M-V with the def2-TZVPD basis set.

Structure (SMILES): NC(=O)N(Cl)[N+](=O)[O-]
Energy relative to the best compared isomer or geometry (same formula, charge and spin) (eV): 0.2115
Kohn-Sham gap (eV): 10.08
E_HOMO (Eh): -0.38327

XYZ file:
```
10
CH2ClN3O3, DFT ωB97M-V with the def2-TZVPD basis set
C 1.09290 0.95107 0.02326
N 0.15714 0.20859 -0.49058
N 2.37090 0.23632 -0.11574
N 2.50042 -1.26820 0.09843
O 1.04986 2.00067 0.58493
O 1.46851 -1.94510 -0.01202
O 3.59502 -1.65120 0.29410
Cl 3.80854 1.15649 -0.22772
H 0.46141 -0.81611 -0.68394
H -0.75625 0.47813 -0.66669
```

***

Number 1: electronic energy -75637.70166 eV. Number 2: electronic energy -87632.03768 eV. Number 3: electronic energy -153055.56281 eV. Number 4: electronic energy -24199.83988 eV.